DFT (ωB97M-V with the def2-TZVPD basis set) results for a molecular structure, C33H46F3N8O3S3Ti.

XYZ file:
```
97
Properties=species:S:1:pos:R:3:mulliken_charge:R:1
Ti 0.1658 -0.0897 -1.4402 0.67
C 0.9179 -3.1538 -1.1208 -1.08
N 0.8365 -2.1717 -2.2316 1.35
C 2.1828 -1.9163 -2.7768 -1.04
C 2.0972 -0.8524 -3.8414 -1.61
N 1.4072 0.3704 -3.3513 1.69
C 2.4096 1.3466 -2.8243 -1.18
C 0.6983 1.0328 -4.4463 -0.75
C 1.1790 0.9955 -5.7498 -0.26
C 0.5067 1.6652 -6.7598 -1.04
C -0.6381 2.3910 -6.4548 -0.66
C -1.0958 2.4502 -5.1520 -0.91
C -0.4305 1.7774 -4.1248 1.19
S -0.9698 1.8617 -2.4679 -0.42
C -0.0515 -2.7547 -3.2455 -0.82
C 0.3953 -3.7010 -4.1592 -0.32
C -0.4879 -4.2601 -5.0694 -1.05
C -1.8258 -3.8854 -5.0438 -0.66
C -2.2720 -2.9638 -4.1165 -1.03
C -1.3904 -2.3837 -3.2002 1.50
S -1.9295 -1.2122 -2.0235 -0.59
H 1.5156 -2.7564 -0.3024 0.13
H -0.0972 -3.3616 -0.7905 0.28
H 1.3724 -4.0815 -1.4832 0.36
H 2.8473 -1.6125 -1.9688 0.59
H 2.6261 -2.8232 -3.1999 0.41
H 3.1022 -0.6069 -4.1995 0.50
H 1.5175 -1.2319 -4.6845 0.86
H 3.0147 1.7297 -3.6520 0.47
H 1.8750 2.1801 -2.3630 0.23
H 3.0606 0.8651 -2.0939 0.47
H 2.0751 0.4411 -5.9888 0.44
H 0.8734 1.6173 -7.7753 0.40
H -1.1736 2.9137 -7.2351 0.38
H -1.9840 3.0173 -4.9084 0.49
H 1.4298 -4.0112 -4.1803 0.41
H -0.1323 -4.9811 -5.7922 0.42
H -2.5216 -4.3106 -5.7542 0.39
H -3.3113 -2.6652 -4.0961 0.50
C -2.5445 2.9298 0.7032 -0.88
N -2.6512 1.6102 1.3006 0.87
C -3.6184 1.5159 2.3767 -1.51
C -1.9265 0.5536 0.8574 -1.26
N -0.7148 0.7113 0.3238 1.02
C 0.0810 1.7173 0.9965 -0.51
C 0.5098 2.8783 0.3715 0.29
C 1.3170 3.8000 1.0276 -1.27
C 1.7014 3.5604 2.3342 -0.97
C 1.2768 2.4057 2.9727 -0.31
C 0.4614 1.4734 2.3320 -0.56
N 0.1114 0.2458 2.8918 1.00
C 0.0063 0.0637 4.1632 -0.02
N 0.2292 -1.1900 4.6749 0.32
C 0.9402 -2.1806 3.8902 -0.93
C -0.5394 -1.7317 5.7731 -1.19
N -0.3636 1.0094 5.1069 0.33
C -1.1452 2.1626 4.7317 -0.82
C 0.3535 1.1390 6.3574 -1.30
N -2.4675 -0.6740 1.0319 0.78
C -1.6595 -1.8519 1.2623 -1.26
C -3.8821 -0.9463 0.8390 -1.26
H -1.9979 3.6170 1.3536 0.22
H -3.5537 3.3148 0.5422 0.45
H -2.0416 2.8728 -0.2568 0.13
H -3.4783 2.3629 3.0523 0.54
H -3.4757 0.5944 2.9355 0.41
H -4.6462 1.5568 2.0052 0.31
H 0.2036 3.0689 -0.6500 0.36
H 1.6432 4.6903 0.5076 0.48
H 2.3532 4.2506 2.8526 0.37
H 1.6312 2.1872 3.9721 0.54
H 1.4909 -1.7000 3.0881 0.17
H 1.6353 -2.7245 4.5335 0.36
H 0.2460 -2.9053 3.4515 0.29
H -1.1392 -0.9578 6.2401 0.42
H 0.1190 -2.1714 6.5268 0.30
H -1.2100 -2.5201 5.4135 0.33
H -1.5730 2.0034 3.7454 -0.01
H -0.5427 3.0770 4.6948 0.34
H -1.9526 2.3057 5.4564 0.45
H 1.0312 0.3005 6.4920 0.40
H -0.3349 1.1732 7.2067 0.35
H 0.9412 2.0643 6.3603 0.36
H -2.0165 -2.3392 2.1755 0.44
H -0.6234 -1.5530 1.4039 0.03
H -1.7595 -2.5445 0.4261 0.46
H -4.3963 -0.0576 0.4893 0.35
H -4.3503 -1.2970 1.7636 0.29
H -3.9811 -1.7159 0.0726 0.40
F 3.0765 0.2485 2.7220 -0.21
C 3.8256 0.4029 1.6310 0.78
F 5.0814 0.1111 1.9580 -0.26
F 3.7682 1.6771 1.2442 -0.23
S 3.2901 -0.7211 0.2838 1.24
O 4.2682 -0.4722 -0.7449 -0.69
O 3.2616 -2.0197 0.9024 -0.70
O 1.9370 -0.2504 -0.1020 -0.73
```

Output
Total charge = 0
DFT total energy = -4292.6169 a.u.
LUMO level (spin up / spin down) = 0.4 / 0.4 eV
Multiplicity = 2
Expectation value of S² = 0.756
Frontier orbital gap (spin up / spin down) = 7.3 / 7.4 eV
E_HOMO (spin up / spin down) = -6.9 / -6.9 eV

DFT (ωB97M-V with the def2-TZVPD basis set) results for a single C3H2O4S molecule at a distorted geometry.

XYZ file:
```
10
Properties=species:S:1:pos:R:3:mulliken_charge:R:1
C -0.4835 1.1054 0.1608 0.14
C -1.2280 -0.0792 0.1531 -0.73
C -0.5839 -1.4058 0.2567 0.79
O -0.9683 -2.5166 0.4615 -0.50
O 2.5644 0.7112 -1.1869 -0.37
O 0.7085 1.3040 0.3037 -0.47
O 0.8605 -1.4102 0.3528 -0.49
S 2.0946 0.1102 0.0111 0.85
H -0.8788 1.9773 -0.2247 0.45
H -2.0855 0.2037 -0.2880 0.33
```

Output
Total charge = 0
DFT total energy = -814.5254 a.u.
LUMO level = -1.6 eV
Frontier orbital gap = 8.2 eV
E_HOMO = -9.7 eV

DFT (ωB97M-V with the def2-TZVPD basis set) results for 2 unconnected molecules or ions with the total composition C31H61FN3O3.

XYZ file:
```
99
Properties=species:S:1:pos:R:3:mulliken_charge:R:1
C 6.2543 4.0473 3.5127 -0.90
C 6.7347 4.4624 2.1456 0.58
O 7.7697 5.0101 1.9311 -0.51
O 5.8610 4.1930 1.1152 -0.38
C 5.6360 2.8141 0.8074 -0.62
C 4.4293 2.1951 1.5210 -0.61
C 3.4499 1.5176 0.5663 -0.18
C 2.1065 1.1839 1.2019 -0.82
C 1.1026 0.6098 0.2010 0.18
C 0.0074 -0.2478 0.8341 -0.52
C -1.0973 0.5771 1.5184 -0.72
C -2.4999 0.0718 1.1673 -1.21
C -3.6621 0.5334 2.0562 0.59
C -5.0518 0.5844 1.3877 -1.72
C -5.7639 1.8296 1.9995 1.75
C -5.8240 2.9755 0.9526 -1.24
C -5.8120 4.4235 1.4631 -1.30
C -7.1776 4.9521 1.9010 -0.41
C -8.2170 5.0696 0.7783 -0.48
N -7.6364 5.5807 -0.4646 -0.64
C -7.1494 1.4643 2.5222 0.18
C -8.1129 0.9257 1.4814 -1.58
F -6.9576 0.4724 3.5100 -0.42
N -4.9275 2.2580 3.1509 -0.66
C -3.6005 1.9186 2.6952 -0.05
O -2.6713 2.6598 2.7760 -0.53
H 6.3830 2.9681 3.6299 0.24
H 6.8484 4.5564 4.2653 0.33
H 5.1963 4.2670 3.6403 0.34
H 5.4709 2.8035 -0.2713 0.42
H 6.5585 2.2572 0.9976 0.37
H 3.9074 2.9865 2.0640 0.35
H 4.7633 1.4696 2.2683 0.32
H 3.2959 2.1607 -0.3082 0.49
H 3.8917 0.5841 0.1900 -0.05
H 2.2566 0.4738 2.0237 0.41
H 1.6999 2.0922 1.6569 0.34
H 0.6290 1.4365 -0.3370 0.48
H 1.6514 0.0161 -0.5408 -0.65
H 0.4682 -0.9121 1.5721 0.27
H -0.4384 -0.8981 0.0719 0.35
H -0.9674 0.5725 2.6019 0.32
H -0.9982 1.6215 1.2239 0.40
H -2.7240 0.3228 0.1250 0.31
H -2.4720 -1.0224 1.2067 0.39
H -3.7516 -0.1628 2.8989 0.37
H -4.9483 0.6944 0.3060 0.47
H -5.6138 -0.3323 1.5627 0.34
H -6.7262 2.8214 0.3488 0.56
H -4.9856 2.8395 0.2634 0.39
H -5.1103 4.5165 2.2900 0.45
H -5.4372 5.0643 0.6630 0.55
H -7.0449 5.9270 2.3743 0.38
H -7.5908 4.2974 2.6721 0.13
H -8.7381 4.1092 0.6466 0.16
H -8.9789 5.7860 1.0891 0.47
H -7.0675 4.8755 -0.9189 0.22
H -8.3733 5.8160 -1.1185 0.26
H -7.5626 2.3181 3.0558 0.48
H -7.6612 0.8509 0.4919 0.35
H -9.0071 1.5425 1.4085 0.28
H -8.4237 -0.0743 1.7828 0.49
H -5.1478 1.6102 3.9107 0.46
C 2.5526 -3.2418 0.5274 -0.91
C 1.8317 -4.1566 -0.4549 -0.58
C 2.7518 -5.0301 -1.3164 -1.18
C 3.9879 -4.4071 -1.9553 -0.74
N 3.8399 -3.6493 -3.2793 0.47
C 2.4628 -3.0874 -3.5262 -1.27
C 2.4120 -1.7507 -2.7919 0.43
C 3.8782 -1.3055 -2.6205 -0.18
C 4.7166 -2.4149 -3.2456 -1.09
C 4.2928 -4.5063 -4.4461 -0.88
C 3.5086 -5.7805 -4.7353 -0.45
C 3.9012 -7.0314 -3.9471 -1.24
H 3.2033 -2.5179 0.0309 0.05
H 1.8316 -2.6699 1.1084 0.20
H 3.1650 -3.8134 1.2273 0.42
H 1.1426 -3.5781 -1.0731 0.30
H 1.1972 -4.8436 0.1079 0.53
H 2.1592 -5.5596 -2.0652 0.40
H 3.1617 -5.8152 -0.6743 0.54
H 4.7005 -5.1992 -2.1722 0.47
H 4.4725 -3.7267 -1.2579 0.65
H 2.3785 -2.9564 -4.6043 0.55
H 1.7084 -3.7977 -3.2077 0.53
H 1.9238 -1.8451 -1.8261 -0.90
H 1.8304 -1.0322 -3.3658 0.70
H 4.1259 -1.1594 -1.5706 -0.17
H 4.0806 -0.3637 -3.1254 0.57
H 5.6227 -2.6581 -2.6957 0.52
H 4.9903 -2.1880 -4.2737 0.42
H 5.3439 -4.7372 -4.2657 0.54
H 4.2384 -3.8405 -5.3060 0.56
H 3.6993 -5.9832 -5.7909 0.44
H 2.4346 -5.5903 -4.6687 0.30
H 4.9867 -7.1430 -3.9074 0.33
H 3.5037 -7.9158 -4.4421 0.39
H 3.5212 -7.0417 -2.9290 0.26
```

Output
Total charge = +1
DFT total energy = -1707.4116 a.u.
LUMO level = -2.3 eV
Frontier orbital gap = 8.2 eV
E_HOMO = -10.5 eV